[1]
{
  "formula": "C3BrClF4",
  "method": "ωB97M-V/def2-TZVPD",
  "elements": ["C", "C", "C", "F", "F", "F", "F", "Cl", "Br"],
  "xyz": [[-0.025, 0.256, -0.702], [-0.306, 1.512, -0.434], [0.315, -1.270, 0.700], [-0.588, 2.400, -1.384], [-0.311, 2.084, 0.752], [-0.251, -2.328, 0.168], [1.623, -1.411, 0.738], [-0.039, -0.476, -2.217], [-0.418, -0.768, 2.379]],
  "atomic_forces_ev_per_a": [[0.478, -3.246, 2.863], [0.044, 0.356, -0.397], [-0.645, 3.522, -2.433], [0.070, -0.195, 0.395], [-0.006, -0.226, -0.155], [0.104, 0.069, 0.109], [-0.040, -0.216, 0.041], [-0.019, 0.141, -0.419], [0.014, -0.204, -0.004]],
  "de_lowest_kj_mol": 149.6,
  "gap_ha": 0.363,
  "charge": 0
}

[2]
{
  "formula": "C3Cl2O3",
  "method": "ωB97M-V/def2-TZVPD",
  "elements": ["C", "C", "C", "O", "O", "O", "Cl", "Cl"],
  "xyz": [[-0.003, -1.401, 0.226], [0.896, 1.125, -0.572], [-0.674, -0.331, 0.278], [0.778, -2.288, 0.274], [0.621, 1.083, -1.670], [1.321, 1.221, 0.484], [-0.894, 0.424, 1.829], [-2.043, 0.167, -0.850]],
  "atomic_forces_ev_per_a": [[3.834, -4.985, 0.081], [1.516, 0.597, 0.505], [-5.532, 3.235, 0.064], [-1.900, 1.908, -0.392], [-0.872, 0.003, -3.222], [1.385, 0.785, 1.919], [-0.027, -0.466, 0.138], [1.597, -1.078, 0.907]],
  "de_lowest_kj_mol": 120.5,
  "gap_ha": 0.316,
  "charge": 0,
  "smiles": "O=C=C(Cl)Cl.O=C=O"
}

| no. | HOMO (eV) |
| --- | --- |
| 1 | -9.832 |
| 2 | -9.915 |